{
  "formula": "C9H9N3O2",
  "method": "ωB97M-V with the def2-TZVPD basis set",
  "multiplicity": 1,
  "orbital_gap_ev": 9.05,
  "species": ["C", "C", "C", "C", "C", "C", "C", "C", "C", "H", "H", "H", "H", "H", "H", "H", "H", "H", "N", "N", "N", "O", "O"],
  "positions_angstrom": [[-1.855485, 1.973330, -2.096025], [-2.279879, 0.733142, -1.571630], [-1.366618, -0.082934, -0.953058], [-0.066439, 0.338395, -0.894290], [0.216807, 1.638995, -1.310656], [0.845867, -1.863550, 0.253266], [2.071204, -1.025227, 0.139028], [2.235964, 0.222742, 0.747670], [0.053610, -0.309692, 2.026900], [-2.577287, 2.615991, -2.616531], [-3.345182, 0.429436, -1.682794], [-1.703974, -1.045809, -0.624544], [0.732914, -0.211534, -0.360805], [1.203594, 1.986216, -1.114433], [-1.140573, -1.762504, 0.931238], [2.739158, -1.432544, -0.625898], [2.939572, 1.046125, 0.586793], [1.327742, 1.285920, 2.119984], [-0.631408, 2.493930, -1.899845], [-0.104564, -1.391230, 1.045121], [1.099817, 0.469822, 1.651409], [0.508346, -2.797006, -0.497571], [-0.739980, -0.161763, 2.967941]],
  "forces_ev_per_angstrom": [[-0.4368, 0.1560, 0.5770], [-1.0473, 0.9230, -0.9698], [-0.6142, -0.0063, -0.8949], [0.2087, 1.2694, 0.0569], [-0.5190, -0.5044, -0.1005], [-0.6877, -2.1370, -1.6824], [2.9314, 0.9875, 0.4904], [-3.2141, -4.4275, 0.7523], [-2.0247, -1.8794, -0.0409], [0.3213, -0.2594, 0.2042], [0.9788, 0.2937, 0.0373], [0.0055, -0.2649, 0.0030], [-2.2518, 1.9725, -2.5841], [0.7857, 0.5487, -0.0745], [3.3650, 0.6424, 0.7352], [-0.0329, 0.4518, 0.3500], [-0.2655, -0.6760, 0.1877], [-0.5744, 1.6544, 1.7590], [-0.3855, -1.2261, -0.0618], [-3.5660, 0.7527, 4.3589], [3.0982, 0.5444, -1.3298], [1.7633, 1.0883, 0.6750], [2.1621, 0.0959, -2.4481]],
  "nbo_charge": [0.03, -0.25, -0.18, -0.26, 0.02, 0.60, -0.36, 0.04, 0.80, 0.19, 0.22, 0.20, 0.22, 0.17, 0.46, 0.26, 0.25, 0.42, -0.41, -0.64, -0.62, -0.60, -0.58]
}



{
  "formula": "C9H9NO",
  "method": "ωB97M-V with the def2-TZVPD basis set",
  "multiplicity": 1,
  "orbital_gap_ev": [7.27, 7.28],
  "species": ["C", "C", "C", "C", "C", "C", "C", "C", "C", "N", "O", "H", "H", "H", "H", "H", "H", "H", "H", "H"],
  "positions_angstrom": [[2.580590, 0.292536, -0.097321], [2.461871, -1.077006, -0.138590], [1.424436, 1.025402, -0.031244], [1.226231, -1.714843, -0.004566], [0.138241, 0.408210, 0.232697], [0.041499, -1.022477, 0.187539], [-2.386758, -1.350376, -0.129362], [-0.760193, 1.366948, 0.727572], [-1.412696, 2.362405, -0.040394], [-1.182475, -1.678421, 0.290218], [-2.792398, -0.263506, -0.467892], [3.562891, 0.855675, -0.477421], [3.343937, -1.774656, -0.146851], [1.452290, 2.155430, -0.064614], [1.094287, -2.831313, 0.076440], [-3.027682, -2.139006, 0.046595], [-1.774142, 2.190915, -0.991135], [-0.657815, 3.127411, -0.039580], [-2.185083, 2.809793, 0.563967], [-1.147034, -2.743112, 0.503947]],
  "forces_ev_per_angstrom": [[1.7951, 1.5298, -2.2901], [1.0167, -2.6329, 0.7207], [-1.3076, 1.2047, 0.4719], [-0.4734, -1.0308, 0.4916], [1.2912, -0.2215, -0.5740], [0.9978, 2.4508, -0.2860], [-0.5660, 2.3522, 0.3487], [-0.4719, -1.4927, 0.8687], [-0.4590, 0.8854, 1.8009], [1.6988, -3.9796, 1.0808], [0.2441, 0.6727, -0.5847], [-2.1196, -1.4730, 1.3948], [-0.8147, 1.0765, -0.2539], [0.0564, -1.4919, 0.0572], [0.7042, 1.1521, -0.4158], [-1.9240, -2.1163, -0.0480], [-0.3415, -0.7101, -2.2915], [0.7967, 0.8163, -0.1974], [-0.4674, 0.3101, 0.1356], [0.3441, 2.6984, -0.4294]],
  "nbo_charge": [-0.21, -0.26, -0.21, -0.20, -0.20, 0.11, 0.53, 0.28, -0.76, -0.58, -0.61, 0.23, 0.22, 0.21, 0.21, 0.11, 0.23, 0.27, 0.24, 0.40]
}



{
  "formula": "C9H9NO",
  "method": "ωB97M-V with the def2-TZVPD basis set",
  "multiplicity": 1,
  "orbital_gap_ev": 8.21,
  "species": ["N", "O", "C", "C", "C", "C", "C", "C", "C", "C", "C", "H", "H", "H", "H", "H", "H", "H", "H", "H"],
  "positions_angstrom": [[3.323763, 1.778005, -0.285874], [4.661992, 2.197675, -0.453945], [3.127833, 0.502318, -0.446397], [1.810729, -0.187051, -0.356932], [0.621909, 0.456116, -0.048008], [-3.305697, -1.177765, 0.414775], [-3.049840, 0.140633, 0.798877], [-2.312639, -1.975208, -0.138351], [-1.751190, 0.637037, 0.690593], [-1.036752, -1.418380, -0.303095], [-0.707517, -0.129820, 0.184731], [4.678782, 3.175555, -0.613726], [3.977929, -0.098469, -0.707451], [1.799384, -1.268011, -0.335027], [0.699697, 1.523230, 0.086077], [-4.284895, -1.627656, 0.512746], [-3.802992, 0.803374, 1.216013], [-2.547163, -2.987943, -0.416027], [-1.609182, 1.668564, 1.010417], [-0.294152, -2.012202, -0.809395]],
  "forces_ev_per_angstrom": [[-0.8602, -0.5740, -0.2692], [-0.0838, -0.2654, -0.2616], [0.3407, 1.6318, -0.1032], [-1.9228, 1.6861, 1.3759], [2.1761, -0.8529, -0.2325], [-0.3746, 0.0879, 0.1088], [0.5497, -0.4235, -0.0133], [0.7872, 1.2598, 0.2786], [-0.5329, 0.4008, 0.3170], [-0.3289, -0.1816, 0.5326], [-0.1652, -0.8170, -1.3160], [-0.7597, -1.3356, 0.4143], [0.4589, -0.4145, -0.0790], [0.3378, -0.0622, -0.3591], [-0.1147, 0.2999, -0.0300], [-0.1656, 0.2552, 0.1246], [-0.0840, -0.3252, -0.1354], [0.1311, -0.1414, -0.2399], [0.3316, -0.1958, -0.0955], [0.2792, -0.0325, -0.0173]],
  "nbo_charge": [-0.13, -0.58, 0.00, -0.25, -0.12, -0.20, -0.22, -0.21, -0.17, -0.17, -0.10, 0.48, 0.18, 0.21, 0.21, 0.21, 0.22, 0.22, 0.21, 0.21]
}



{
  "formula": "C9H9NO3P",
  "method": "ωB97M-V with the def2-TZVPD basis set",
  "multiplicity": 1,
  "orbital_gap_ev": [5.40, 5.40],
  "total_charge": -1,
  "species": ["C", "C", "C", "C", "C", "C", "C", "C", "C", "N", "O", "O", "O", "P", "H", "H", "H", "H", "H", "H", "H", "H", "H"],
  "positions_angstrom": [[-1.582720, -2.808446, 0.612368], [-1.948989, -1.833276, -0.306786], [-0.252461, -2.965951, 0.967013], [-0.986017, -1.036423, -0.883622], [0.714543, -2.168059, 0.388607], [0.358634, -1.206533, -0.554835], [0.555601, 2.426024, 0.476958], [1.424952, 1.637145, 1.169127], [-1.060127, 3.291415, -0.994994], [-0.263330, 3.309728, 0.212939], [1.111193, 0.740572, 1.970951], [2.763671, 1.886319, 0.868711], [2.941597, -0.661361, -0.969214], [1.615626, -0.197544, -1.435251], [-2.342481, -3.441525, 1.053522], [-2.994778, -1.709257, -0.565112], [0.020416, -3.719709, 1.696099], [-1.247057, -0.270504, -1.600403], [1.757877, -2.273577, 0.649702], [-0.745740, 2.516545, -1.704914], [-0.984266, 4.273740, -1.467451], [-2.102231, 3.120489, -0.715041], [3.246086, 1.090187, 1.131627]],
  "forces_ev_per_angstrom": [[-0.0849, 0.0167, 0.0128], [-0.4111, -0.1770, 0.0603], [-0.1255, -0.2226, 0.1218], [0.4856, 0.0494, -0.0831], [0.1691, 0.2493, -0.1651], [0.0553, 0.0815, 0.1176], [-0.1276, -1.0408, -1.4643], [0.3831, 0.1296, 0.3821], [0.0609, -0.1139, -0.1267], [0.0466, 0.7057, 0.7856], [0.1155, -0.3048, 0.2269], [0.0438, 0.1486, 0.1056], [0.6786, -0.1805, 0.4325], [-1.0131, 0.6080, -0.2061], [-0.0130, -0.0040, 0.0424], [0.0202, 0.0283, -0.0090], [0.0350, 0.0189, 0.0112], [-0.1326, 0.1213, -0.0945], [0.0827, 0.0136, 0.0146], [0.0558, -0.0558, -0.0005], [-0.1015, -0.0566, -0.0596], [-0.0402, 0.0588, -0.0675], [-0.1826, -0.0737, -0.0371]],
  "nbo_charge": [-0.21, -0.24, -0.24, -0.19, -0.10, -0.45, 0.10, 0.53, -0.42, -0.49, -0.74, -0.73, -1.07, 1.22, 0.20, 0.20, 0.20, 0.21, 0.22, 0.17, 0.18, 0.18, 0.48]
}



{
  "formula": "C9H9NOS",
  "method": "ωB97M-V with the def2-TZVPD basis set",
  "multiplicity": 1,
  "orbital_gap_ev": 9.08,
  "species": ["C", "C", "C", "C", "C", "C", "C", "C", "C", "N", "O", "S", "H", "H", "H", "H", "H", "H", "H", "H", "H"],
  "positions_angstrom": [[1.988527, 1.863176, -0.693579], [1.260486, 2.391111, 0.396930], [1.699890, 0.625736, -1.204617], [0.297550, 1.535437, 0.992256], [0.801721, -0.173207, -0.660175], [0.021542, 0.304047, 0.393795], [0.333762, -1.646363, -0.948324], [-0.938968, -0.650652, 1.020443], [-0.891438, -1.812485, 0.036966], [-2.271644, -0.090075, 0.967851], [-2.196458, -1.776362, -0.658365], [-2.785221, -0.213886, -0.625817], [2.915748, 2.362505, -1.104279], [1.328462, 3.366926, 0.728356], [2.383975, 0.337805, -1.965150], [-0.333007, 1.856025, 1.864639], [-0.224398, -1.939213, -1.942032], [1.128546, -2.308823, -0.662279], [-0.613692, -0.895541, 2.049152], [-0.880106, -2.742108, 0.506566], [-3.025277, -0.394053, 1.507661]],
  "forces_ev_per_angstrom": [[0.8246, 2.0011, 0.9606], [-0.7979, -3.1022, -0.9026], [2.7536, 1.0041, -1.1753], [-0.3958, 0.8325, -0.5039], [-4.1421, -2.9044, 0.9708], [1.4464, 1.2456, 1.4134], [-2.4192, 1.0039, -0.5224], [0.2644, 0.1166, -0.0159], [-0.3851, 0.5453, -1.5669], [0.0168, 2.0859, -0.9366], [0.9255, -0.7902, -0.4238], [0.6800, -0.2204, 0.2860], [-1.4886, -0.1652, 0.4412], [0.6605, 1.7809, 0.7286], [0.1417, -0.7023, -0.7994], [0.7727, -0.2030, -0.9686], [1.9473, 0.8590, 1.3698], [0.2706, -0.6354, -0.2480], [-0.4509, -0.0084, -0.4442], [-0.0535, -1.6605, 0.7145], [-0.5711, -1.0830, 1.6227]],
  "nbo_charge": [-0.19, -0.21, -0.23, -0.17, 0.00, -0.04, -0.45, -0.12, 0.09, -0.78, -0.69, 0.66, 0.21, 0.21, 0.21, 0.22, 0.25, 0.22, 0.23, 0.20, 0.39]
}



{
  "formula": "C9H9OS",
  "method": "ωB97M-V with the def2-TZVPD basis set",
  "multiplicity": 1,
  "orbital_gap_ev": 8.01,
  "total_charge": 1,
  "species": ["C", "C", "C", "C", "C", "C", "C", "C", "C", "O", "S", "H", "H", "H", "H", "H", "H", "H", "H", "H"],
  "positions_angstrom": [[-3.003189, 0.123360, -0.707234], [-2.795163, -1.214798, -0.513502], [-1.946471, 1.049584, -0.834343], [-1.514469, -1.700479, -0.345800], [-0.657299, 0.527248, -0.696691], [-0.424058, -0.857803, -0.521707], [0.475074, 1.452353, -0.850370], [1.761055, 1.090568, -0.932065], [3.403255, -0.692072, 0.716921], [0.821663, -1.296420, -0.127450], [2.268326, -0.708585, -0.793101], [-3.953384, 0.564781, -0.700934], [-3.485711, -2.029673, -0.258245], [-2.131792, 2.038973, -1.219320], [-1.442725, -2.772667, -0.123763], [0.186983, 2.449919, -1.040979], [2.633401, 1.624599, -1.238379], [2.766377, -1.019123, 1.527470], [3.829294, 0.286322, 0.944620], [4.323267, -1.194904, 0.268506]],
  "forces_ev_per_angstrom": [[0.5359, 1.2989, -0.1123], [0.2725, -0.9686, 1.2064], [0.0432, -2.5415, -0.3501], [1.3752, -0.7631, -0.6949], [0.7524, 0.2863, -0.4764], [-1.6907, 1.4590, 0.8308], [0.6413, -1.8613, -0.2715], [-0.0235, -1.5750, -0.0409], [0.8423, 0.1945, -2.2190], [2.5973, -0.5274, -0.0398], [-2.1991, 1.7859, 1.1940], [-1.4699, 0.1126, -0.2616], [-0.6680, 1.1198, -0.5694], [0.0485, 0.3201, 0.5265], [0.5364, 0.5685, -0.0518], [0.1033, 1.1758, -0.0080], [0.1537, 0.7202, 0.0114], [0.4300, -0.7957, 0.2210], [-0.8124, 0.4491, -0.2470], [-1.4682, -0.4580, 1.3524]],
  "nbo_charge": [-0.19, -0.17, -0.14, -0.21, -0.15, 0.28, -0.11, -0.38, -0.74, -0.61, 1.12, 0.23, 0.25, 0.24, 0.25, 0.25, 0.25, 0.29, 0.27, 0.27]
}



{
  "formula": "C9H9P",
  "method": "ωB97M-V with the def2-TZVPD basis set",
  "multiplicity": 1,
  "orbital_gap_ev": [6.34, 6.37],
  "species": ["C", "C", "C", "C", "C", "C", "C", "C", "C", "P", "H", "H", "H", "H", "H", "H", "H", "H", "H"],
  "positions_angstrom": [[-2.911210, 0.755160, 0.092091], [-3.284775, -0.546115, -0.245706], [-1.614752, 1.078687, 0.356327], [-2.313593, -1.498574, -0.382459], [-0.633326, 0.062692, 0.388341], [-0.955594, -1.258651, -0.007009], [2.941538, -0.046035, -0.027464], [2.641865, -1.221124, 0.396687], [3.123063, 1.073942, -0.625308], [0.372715, -2.509545, -0.011978], [-3.577562, 1.526521, 0.094005], [-4.215505, -0.889118, -0.610160], [-1.403833, 2.077330, 0.513780], [-2.687987, -2.365270, -0.759742], [0.296047, 0.469607, 0.605388], [1.913978, -1.570995, 1.150701], [3.312416, -2.133811, 0.153935], [2.689054, 1.316473, -1.596697], [3.664050, 1.834698, -0.238486]],
  "forces_ev_per_angstrom": [[0.2265, -1.6055, -0.2505], [1.3871, 0.5896, -0.2845], [0.2023, -2.9433, -0.1653], [1.8002, 1.8487, 1.4170], [-2.5145, 0.3970, -0.8603], [0.3809, 0.5765, 0.2099], [-0.6241, -0.0888, -0.2786], [1.5676, -3.3861, 0.7491], [-1.3554, -0.6038, -1.8055], [-1.3963, -0.2984, -0.4807], [-2.0575, 1.8295, -0.0131], [-1.2890, 0.4344, 0.0689], [0.8034, 1.8183, 0.5095], [-0.1999, -2.8491, -0.9014], [2.0585, -0.2579, 0.4274], [0.2164, 1.0569, -0.0947], [-0.9216, 1.7251, 0.1703], [-0.1735, -0.4098, 0.1902], [1.8890, 2.1668, 1.3925]],
  "nbo_charge": [-0.21, -0.20, -0.19, -0.20, -0.21, -0.42, 0.11, -0.54, -0.47, 0.38, 0.20, 0.21, 0.20, 0.20, 0.21, 0.24, 0.24, 0.23, 0.22]
}



{
  "formula": "CBaF3OS",
  "method": "ωB97M-V with the def2-TZVPD basis set",
  "multiplicity": 2,
  "orbital_gap_ev": [5.02, 7.20],
  "s2": 0.75,
  "species": ["Ba", "S", "O", "C", "F", "F", "F"],
  "positions_angstrom": [[3.598486, -0.801943, 0.701173], [0.320459, -0.084667, -1.176668], [1.191976, -1.088286, -0.273814], [-1.006897, 0.360291, -0.066289], [-1.284319, -0.571446, 0.844468], [-2.156465, 0.612315, -0.694838], [-0.663243, 1.573733, 0.665968]],
  "forces_ev_per_angstrom": [[-1.5131, -0.1115, -0.5781], [0.2311, -0.5228, -0.1192], [1.2482, 0.4657, 0.3753], [0.1343, 1.3666, 1.2858], [0.4210, 0.2322, 0.1535], [0.2947, 0.4825, -0.2313], [-0.8163, -1.9128, -0.8861]],
  "nbo_charge": [0.99, 0.48, -1.22, 0.77, -0.31, -0.32, -0.39]
}



The records above give, respectively, total energy values of -663.0184, -478.1856, -478.2561, -970.1753, -876.4682, -821.4237, -689.4876, -836.5602 hartree.